C21H32N3O6PS2Sn as an isolated structure. Source: the OMol25 dataset; level of theory: ωB97M-V with the def2-TZVPD basis set.

The geometry in XYZ format:
```
66
Properties=species:S:1:pos:R:3:forces:R:3:mulliken_charge:R:1
Sn -0.3271 1.4084 -0.6628 0.105 -0.565 -0.488 1.16
O 0.1266 3.2961 -2.1689 0.085 0.315 0.105 -0.61
C -0.5834 3.8116 -1.2945 -0.130 0.092 -0.375 0.33
O -0.5014 3.4459 -0.0539 0.043 -0.282 0.160 -0.68
C -1.8216 4.5240 -1.7154 -0.152 -0.051 0.116 0.62
C -1.9547 5.8496 -2.0123 -0.024 0.030 0.022 -0.40
C -3.1917 6.3282 -2.4682 -0.029 0.003 -0.015 -0.43
C -4.2834 5.4747 -2.6478 0.052 0.045 0.025 -0.67
C -4.1626 4.1361 -2.3681 0.129 -0.017 -0.001 -0.63
C -2.9293 3.6227 -1.8797 0.048 0.219 -0.003 0.83
S -2.8429 1.9744 -1.5054 -0.093 -0.109 0.006 -0.37
H -1.1198 6.5269 -1.8955 -0.002 0.002 -0.012 0.51
H -3.2979 7.3808 -2.6929 0.003 0.010 -0.007 0.43
H -5.2213 5.8707 -3.0105 -0.008 -0.002 0.002 0.43
H -4.9944 3.4597 -2.5072 -0.005 -0.019 0.004 0.48
C -0.5310 -6.6430 1.6657 0.009 0.025 0.011 -1.07
C 0.2580 -5.4375 2.1533 0.036 -0.098 0.097 -0.56
S -0.5078 -3.8843 1.8012 -0.149 -0.125 -0.251 1.31
O 0.4350 -2.8259 2.0867 0.037 0.123 -0.049 -0.65
O -1.1178 -3.9328 0.4890 0.022 0.172 0.048 -0.73
C -1.8243 -3.7577 2.9968 -0.042 0.076 0.099 -0.87
C -2.8043 -2.6281 2.6792 0.044 0.087 0.014 -1.06
N -2.1354 -1.3609 2.3112 -0.109 0.021 -0.053 0.23
C -2.1394 -0.8265 1.0746 0.155 -0.177 -0.072 0.87
N -1.2968 0.2079 1.0239 0.109 0.459 0.442 -0.23
C -0.7454 0.3557 2.2776 -0.091 0.044 -0.097 -0.36
C -1.2710 -0.5971 3.0665 0.086 -0.201 0.075 -0.48
N -0.9965 -0.7853 4.4690 -0.277 0.287 -0.040 1.10
O -1.6750 -1.5918 5.0690 -0.040 -0.246 0.054 -0.61
O -0.1515 -0.0672 4.9395 0.263 0.035 0.031 -0.59
C -2.9570 -1.3224 -0.0622 0.031 0.040 0.031 -1.50
H 0.0306 -7.5472 1.8934 0.000 -0.004 -0.006 0.39
H -0.6935 -6.5945 0.5919 0.005 0.008 -0.013 0.31
H -1.4990 -6.7276 2.1588 -0.006 0.008 0.016 0.30
H 1.2340 -5.3500 1.6710 -0.011 -0.016 -0.017 0.43
H 0.4252 -5.4435 3.2322 0.052 -0.011 0.004 0.39
H -1.3532 -3.6133 3.9666 -0.019 -0.036 0.027 0.53
H -2.3660 -4.7031 2.9987 -0.039 -0.002 -0.008 0.57
H -3.4287 -2.4438 3.5497 -0.002 -0.034 -0.028 0.36
H -3.4392 -2.8932 1.8388 0.039 -0.013 -0.009 0.52
H -0.0387 1.1204 2.5509 -0.025 0.046 -0.010 0.77
H -4.0217 -1.2336 0.1562 -0.004 -0.006 0.012 0.37
H -2.7175 -2.3615 -0.2771 0.026 -0.086 -0.013 0.36
H -2.7497 -0.7310 -0.9509 0.018 -0.024 -0.010 0.22
C 3.1375 0.9745 1.2638 0.037 0.012 -0.015 -1.34
C 3.6240 1.4983 -0.0871 0.088 0.017 0.005 -0.53
P 2.5560 1.0198 -1.4620 -0.393 -0.014 0.229 0.33
C 2.6145 -0.7687 -1.7095 0.131 -0.077 -0.034 -0.36
C 3.9601 -1.2678 -2.2549 -0.069 -0.035 0.027 -1.27
C 2.9606 1.9121 -2.9810 0.091 0.003 -0.031 -0.35
C 4.4543 2.2457 -3.1184 -0.057 0.021 -0.034 -1.27
H 3.8226 1.2874 2.0494 0.002 -0.006 0.003 0.42
H 3.0814 -0.1135 1.2893 -0.019 -0.011 -0.001 0.37
H 2.1538 1.3789 1.5146 0.011 0.013 -0.012 0.24
H 4.6217 1.1141 -0.3266 0.020 0.038 0.058 0.51
H 3.6932 2.5882 -0.0940 -0.007 -0.006 0.015 0.45
H 1.7993 -1.0212 -2.3923 0.005 -0.002 -0.012 0.40
H 2.3765 -1.2328 -0.7490 -0.012 -0.016 0.000 0.30
H 4.1805 -0.8420 -3.2323 -0.004 0.007 -0.013 0.32
H 3.9205 -2.3500 -2.3685 0.003 -0.005 0.002 0.39
H 4.7831 -1.0373 -1.5795 0.008 0.013 0.010 0.35
H 2.3499 2.8154 -2.9931 0.020 0.023 -0.011 0.30
H 2.6095 1.2817 -3.8019 0.002 0.009 -0.013 0.42
H 4.7830 2.9354 -2.3431 -0.001 0.009 0.011 0.33
H 4.6154 2.7312 -4.0794 0.007 0.007 -0.005 0.41
H 5.0848 1.3595 -3.0824 -0.003 -0.024 0.001 0.32
```
Forces are in eV/Å.

## Properties
LUMO energy (spin up / spin down): -8.0 / -8.5 eV
Relative energy (zero: lowest compared OMol25 entry of this formula, charge and spin): 13.00 kcal/mol
Orbital gap (spin up / spin down): 0.2446 / 0.1879 Ha
Net charge: +2

An isolated ion of composition C5H15N3 and charge +2 in a non-equilibrium geometry. Source: the OMol25 dataset; level of theory: ωB97M-V with the def2-TZVPD basis set.

The geometry in XYZ format:
```
23
Properties=species:S:1:pos:R:3:forces:R:3:mulliken_charge:R:1
C -1.2512 1.4481 -2.1886 -2.536 0.906 -2.342 -1.38
C -1.5862 0.7870 -0.8941 1.355 -1.002 1.233 -0.07
C -0.4646 -0.1996 -0.4690 0.874 -0.729 0.012 -0.55
C 0.6413 0.6403 0.2044 -0.477 1.003 0.409 -0.98
N 2.6780 -1.7301 2.0753 0.044 0.035 0.826 -0.31
C 1.7023 -0.9495 1.6904 0.379 -0.391 0.294 0.23
N 1.8186 0.0009 0.8062 -0.645 -0.026 -0.524 -0.15
N -2.9145 0.0564 -0.9519 0.518 0.288 -1.101 -0.23
H -0.2834 1.8923 -2.3704 0.195 -0.049 0.497 0.33
H -1.5476 0.9095 -3.1072 1.009 -1.301 0.493 0.42
H -2.0317 2.1731 -2.4882 0.502 0.891 1.111 0.44
H -1.6408 1.4601 -0.0381 -0.523 0.401 -0.311 0.38
H -0.7274 -1.0022 0.2320 -0.657 0.276 0.000 0.53
H -0.0867 -0.7328 -1.3457 0.119 0.147 -0.032 0.31
H 0.1839 1.2422 0.9975 -0.092 -0.025 -0.078 0.35
H 0.9932 1.3532 -0.5235 0.411 0.215 -0.129 0.39
H 3.6543 -1.4976 1.9524 0.076 -0.136 -0.404 0.25
H 2.4937 -2.4507 2.7658 0.021 0.223 -0.019 0.28
H 0.7414 -1.1070 2.1708 -0.145 -0.252 -0.447 0.33
H 2.7261 0.3583 0.5443 0.136 -0.257 -0.264 0.28
H -3.0454 -0.3182 -1.8996 0.030 -0.149 0.093 0.39
H -3.7017 0.6919 -0.8090 -0.107 -0.119 0.402 0.39
H -2.8955 -0.7338 -0.3120 -0.488 0.052 0.280 0.34
```
Forces are in eV/Å.

## Properties
LUMO energy: -6.7 eV
Relative energy (zero: lowest compared OMol25 entry of this formula, charge and spin): 23.85 kcal/mol
Orbital gap: 0.4275 Ha
Net charge: +2
SMILES: C[C@@H]([NH3+])CC/[NH+]=C/N

C25H43Cl3MnN5O4Si as an isolated structure in a non-equilibrium geometry. Source: the OMol25 dataset; level of theory: ωB97M-V with the def2-TZVPD basis set.

The geometry in XYZ format:
```
82
Properties=species:S:1:pos:R:3:forces:R:3:mulliken_charge:R:1
C -2.3770 -2.0901 -4.4775 0.478 -0.353 -0.167 -1.37
C -1.7466 -2.5083 -3.1982 2.266 -2.527 2.625 0.45
H -2.4386 -2.9285 -5.2024 -0.368 0.722 0.636 0.39
H -1.6335 -1.3795 -4.8729 -0.787 -0.034 -0.203 0.08
H -3.3361 -1.6369 -4.2775 -0.326 0.333 -0.382 0.35
C -0.8739 -3.5821 -3.2405 -1.793 0.741 -1.573 0.35
C -0.8731 -4.3929 -4.5416 2.110 -1.073 0.067 -1.73
H -0.0711 -3.9841 -2.5966 -1.179 0.825 0.301 0.18
H -0.4164 -3.8936 -5.4224 -0.067 -0.033 0.558 0.29
H -1.7640 -4.8526 -4.9188 -1.102 0.245 0.195 0.42
H -0.2600 -5.3026 -4.3488 0.007 0.570 -0.236 0.41
Mn 0.1254 1.9454 1.5057 -1.250 -0.894 0.338 0.13
Cl -2.3391 2.1521 1.0488 0.373 0.539 -0.306 -0.70
Cl 1.0116 3.8026 0.9623 0.466 -0.126 -0.890 -0.51
H 1.2028 6.2286 4.2390 0.202 -0.235 -0.500 0.34
H -1.4741 7.2336 3.3049 0.200 -0.254 0.072 0.35
C 1.1273 5.7432 3.2437 -0.580 0.031 0.558 -1.02
C -1.0656 6.6408 2.4732 -0.439 -0.074 0.070 -0.95
N -0.2908 5.4752 2.9353 -0.061 -0.017 0.612 0.36
H 1.6573 4.7846 3.2297 -0.072 0.439 0.255 0.33
C -0.8815 4.2970 3.3368 -0.344 1.221 -0.526 0.06
O -0.3847 3.4709 4.1243 -0.473 0.675 -1.793 -0.66
H -1.9277 6.4063 1.8331 0.345 -0.461 0.164 0.31
H -1.8754 4.1826 2.7563 1.100 -0.160 1.244 0.26
H 1.5482 6.4031 2.4658 -0.242 -0.312 0.355 0.36
H -0.4434 7.3345 1.9050 0.208 -0.366 -0.025 0.29
H 2.2627 -1.3543 -2.4396 0.021 0.148 -0.146 0.26
H 2.8379 -3.2132 -1.0630 -0.039 0.266 0.172 0.40
C 3.0940 -0.7999 -1.9973 0.132 -0.005 0.553 -0.51
C 3.3183 -2.5938 -0.2960 1.015 -0.564 -0.222 -0.70
N 3.2022 -1.1989 -0.5953 0.060 0.913 -0.280 0.54
H 2.8860 0.2776 -2.0466 0.440 -0.935 0.147 -0.24
C 3.6668 -0.3173 0.3430 0.776 0.172 -0.359 0.24
O 3.8716 0.8758 0.1815 -0.248 -0.869 -0.062 -0.59
H 2.8680 -2.8045 0.6671 -0.046 -0.109 0.143 -0.12
H 3.8825 -0.8461 1.2985 0.220 0.374 -0.528 0.11
H 4.0278 -1.0406 -2.5312 -0.243 0.147 -0.017 0.37
H 4.3931 -2.8951 -0.2763 -0.579 -0.078 0.060 0.32
O -0.9300 -0.5651 -2.7859 1.060 1.853 2.015 -0.30
C -1.7710 -1.4481 -1.9613 0.356 -1.557 -4.425 -0.40
C -0.0979 -2.7293 -0.4474 -1.410 -0.263 0.831 0.79
C -1.3308 -2.0525 -0.6463 1.517 0.791 -0.666 0.68
H 0.6578 -2.6754 -1.1880 0.450 -0.003 -0.571 0.45
C 0.0930 -3.5211 0.7002 1.473 0.124 -1.455 -1.38
H -2.8326 -1.1140 -1.9640 0.816 0.375 0.585 0.43
C -2.1694 -1.8835 0.4238 -1.451 -0.528 0.778 -0.56
H 1.0216 -4.1376 0.7751 -0.925 0.540 -0.068 0.62
C -0.8208 -3.4870 1.7158 -0.999 1.227 0.612 -0.70
C -1.8859 -2.5697 1.6149 -0.596 -0.390 1.127 -0.75
H -3.1396 -1.3322 0.2601 1.298 -0.429 0.542 0.25
H -0.6725 -4.0519 2.6337 -0.093 0.041 -0.165 0.50
H -2.5157 -2.4429 2.5332 0.353 -0.093 -1.116 0.37
Si -0.5348 1.0541 -3.1968 -1.145 1.424 0.943 0.92
Cl 0.4621 0.5733 -0.0654 -0.092 0.363 -1.319 0.62
C 1.3138 1.7884 -3.2729 -0.489 0.460 -0.151 -1.16
C -1.2580 2.5881 -2.2064 -1.532 -0.514 0.023 -0.84
C -1.6535 1.1546 -4.7761 1.237 1.478 -0.405 -1.39
H 2.0584 1.4954 -2.4934 -1.084 0.211 -0.856 0.32
H 1.1566 2.9060 -3.0520 0.032 -1.637 -0.649 0.26
H 1.7439 1.6709 -4.2902 0.025 0.088 0.644 0.43
H -1.2320 0.5854 -5.6158 0.110 0.428 -0.060 0.39
H -1.6759 2.2914 -5.0230 -0.226 -2.030 0.038 0.36
H -2.6594 0.7188 -4.6744 0.294 0.543 0.492 0.31
H -1.9665 2.2481 -1.3993 0.523 0.383 -0.921 -0.09
H -1.8813 3.1697 -2.9682 0.771 -0.624 1.016 0.36
H -0.5778 3.3034 -1.6969 -0.111 -0.688 -0.460 0.25
C 2.2101 -2.4527 3.5020 -0.137 -0.173 0.605 -0.96
N 1.0451 -1.5570 3.6855 0.140 -0.409 0.126 0.38
C 0.1088 -1.6407 4.7021 1.825 -0.601 -0.245 -0.41
C -0.9264 -0.7997 4.7319 -1.689 -0.227 1.534 -0.91
C -1.0984 0.0911 3.6611 -0.831 2.771 -1.558 0.75
N -0.0908 0.3162 2.7685 -0.237 -0.357 0.652 0.46
C 0.9911 -0.5541 2.7306 1.013 0.618 -1.523 0.02
O 1.9001 -0.4535 1.8776 -2.405 -0.120 2.979 -0.58
N -2.2159 0.8588 3.5678 -0.144 -2.017 2.196 -0.06
H 1.9478 -3.3291 2.9038 -0.190 0.041 0.208 0.26
H 2.6089 -2.7528 4.4786 -0.188 0.027 -0.235 0.44
H 2.9679 -1.9129 2.9292 -0.215 -0.021 0.435 0.12
H 0.3410 -2.3770 5.4893 -0.270 0.427 -0.529 0.42
H -1.6803 -0.7319 5.5621 1.038 -0.465 -0.937 0.37
H -3.0321 0.6697 4.1746 1.262 -0.129 -0.237 0.25
H -2.4894 1.4492 2.7909 0.686 0.180 -0.743 -0.11
```
Forces are in eV/Å.

## Properties
LUMO energy (spin up / spin down): -2.4 / -0.5 eV
Relative energy (zero: lowest compared OMol25 entry of this formula, charge and spin): 132.80 kcal/mol
Spin multiplicity: 5
Orbital gap (spin up / spin down): 0.2164 / 0.2839 Ha
Net charge: 0
<S²>: 6.122

A 2-piece molecular cluster, C5H10ClF3O5PS2 overall in a non-equilibrium geometry. Source: the OMol25 dataset; level of theory: ωB97M-V with the def2-TZVPD basis set.

The geometry in XYZ format:
```
27
Properties=species:S:1:pos:R:3:forces:R:3:mulliken_charge:R:1
C 0.7222 -1.6293 0.4386 -0.367 -0.209 0.741 -1.16
C -0.1581 -0.4974 1.0275 0.995 -0.203 -0.843 0.54
Cl 0.8462 0.5788 2.0866 -0.342 -0.275 0.085 -0.20
C -0.6978 0.3906 -0.1117 -0.878 -0.597 0.725 -1.03
P -2.1659 -0.3115 -1.0426 0.334 1.506 -1.298 -0.02
S -3.4349 -1.0415 0.5283 1.523 -1.887 3.577 1.09
C -5.1863 -1.0871 0.0322 0.113 -0.127 0.248 -1.01
O -3.0018 -2.4327 0.8743 -1.204 1.957 -0.948 -0.64
O -3.3309 -0.0802 1.6649 -0.494 -1.007 -2.277 -0.64
H 1.7818 -1.3958 0.5491 -0.169 0.142 -0.454 0.35
H 0.5342 -2.5626 0.9841 -0.002 0.155 -0.059 0.33
H 0.4346 -1.8119 -0.6015 0.334 0.068 0.074 0.25
H -0.9251 -0.9430 1.6546 -0.099 0.456 -0.026 0.26
H 0.0742 0.5715 -0.8693 -0.064 0.030 0.123 0.31
H -1.0442 1.3479 0.2859 0.062 -0.090 -0.139 0.49
H -1.6232 -1.4447 -1.7280 -0.343 -0.138 0.884 0.08
H -5.5727 -2.0397 0.4051 0.292 0.036 -0.085 0.33
H -5.6809 -0.2906 0.5908 0.173 0.108 -0.315 0.33
H -5.3477 -1.0246 -1.0442 0.210 0.138 0.115 0.33
C 4.9444 2.2763 -0.3570 0.008 0.008 0.045 0.55
F 4.7701 2.6071 0.9265 -0.247 0.026 0.329 -0.24
F 5.3814 3.3771 -0.9786 -0.047 0.279 -0.307 -0.24
F 5.9504 1.3951 -0.3904 0.143 -0.377 -0.111 -0.24
S 3.3995 1.6057 -1.1238 -0.857 -0.276 -0.601 1.16
O 2.4442 2.6950 -0.9910 0.432 -0.194 0.134 -0.69
O 3.0954 0.4340 -0.3164 0.319 0.318 -0.115 -0.57
O 3.7908 1.3134 -2.4940 0.176 0.151 0.499 -0.70
```
Forces are in eV/Å.

## Properties
LUMO energy: 2.1 eV
Orbital gap: 0.2921 Ha
Net charge: -1

A 2-piece molecular cluster, C2HCl2N overall in a non-equilibrium geometry. Source: the OMol25 dataset; level of theory: ωB97M-V with the def2-TZVPD basis set.

The geometry in XYZ format:
```
6
Properties=species:S:1:pos:R:3:forces:R:3:mulliken_charge:R:1
C -0.5910 -0.1147 -1.5969 -0.654 0.353 -1.945 0.41
C -0.3401 0.5340 -0.3561 -1.614 -3.348 3.347 -0.25
N -0.8888 -0.4355 -2.6774 0.726 0.189 1.691 -0.27
Cl -0.3084 2.1773 -0.2173 0.234 0.409 -0.165 0.03
Cl -2.6050 -0.1599 0.5765 1.978 0.609 -0.771 -0.30
H 0.0740 -0.1376 0.5316 -0.670 1.789 -2.156 0.39
```
Forces are in eV/Å.

## Properties
LUMO energy (spin up / spin down): -2.9 / -2.9 eV
Relative energy (zero: lowest compared OMol25 entry of this formula, charge and spin): 50.12 kcal/mol
Orbital gap (spin up / spin down): 0.2829 / 0.2807 Ha
Net charge: 0

A 6-piece molecular cluster, H10IO5 overall in a non-equilibrium geometry. Source: the OMol25 dataset; level of theory: ωB97M-V with the def2-TZVPD basis set.

The geometry in XYZ format:
```
16
Properties=species:S:1:pos:R:3:forces:R:3:mulliken_charge:R:1
I 0.4325 0.2604 -0.2041 -0.247 -0.174 0.213 -0.59
O -0.8085 -1.8046 -3.0111 -1.428 -1.047 -3.422 -0.59
H -0.2735 -1.3886 -2.4121 2.318 2.110 2.579 0.24
H -1.2925 -2.4166 -2.5001 -0.913 -1.009 0.830 0.30
O -2.0085 2.9724 0.1299 3.344 -0.424 0.510 -0.61
H -1.1065 2.4644 0.2739 -2.668 0.288 -0.454 0.24
H -1.5735 3.8414 0.0859 -0.764 0.094 -0.117 0.28
O 3.3185 1.7494 -1.0631 0.624 2.977 0.154 -0.62
H 2.6245 1.3514 -0.5251 -0.424 -0.175 0.091 0.20
H 3.2355 2.7554 -0.8891 0.090 -2.688 -0.392 0.30
O -2.2035 -0.1626 2.1799 -2.009 1.333 1.224 -0.58
H -1.4675 -0.4576 1.7019 1.858 -0.763 -1.277 0.24
H -2.5825 -0.8766 2.6809 0.085 -0.502 0.082 0.26
O 1.5405 -2.8056 1.4069 -0.809 0.151 0.243 -0.65
H 1.3335 -3.3726 0.6409 -0.170 0.833 0.496 0.31
H 0.8315 -2.1096 1.5039 1.112 -1.004 -0.761 0.28
```
Forces are in eV/Å.

## Properties
LUMO energy: 3.2 eV
Relative energy (zero: lowest compared OMol25 entry of this formula, charge and spin): 25.76 kcal/mol
Orbital gap: 0.2921 Ha
Net charge: -1

> Which value of net charge does entry 5 give?

0

Repeat the fifth record exactly.
A 2-piece molecular cluster, C2HCl2N overall in a non-equilibrium geometry. Source: the OMol25 dataset; level of theory: ωB97M-V with the def2-TZVPD basis set.

The geometry in XYZ format:
```
6
Properties=species:S:1:pos:R:3:forces:R:3:mulliken_charge:R:1
C -0.5910 -0.1147 -1.5969 -0.654 0.353 -1.945 0.41
C -0.3401 0.5340 -0.3561 -1.614 -3.348 3.347 -0.25
N -0.8888 -0.4355 -2.6774 0.726 0.189 1.691 -0.27
Cl -0.3084 2.1773 -0.2173 0.234 0.409 -0.165 0.03
Cl -2.6050 -0.1599 0.5765 1.978 0.609 -0.771 -0.30
H 0.0740 -0.1376 0.5316 -0.670 1.789 -2.156 0.39
```
Forces are in eV/Å.

## Properties
LUMO energy (spin up / spin down): -2.9 / -2.9 eV
Relative energy (zero: lowest compared OMol25 entry of this formula, charge and spin): 50.12 kcal/mol
Orbital gap (spin up / spin down): 0.2829 / 0.2807 Ha
Net charge: 0